[1]
The following is a DFT calculation (ωB97M-V with the def2-TZVPD basis set) of a molecular structure, C34H23N7PtS2Te.

```
68
Properties=species:S:1:pos:R:3:forces:R:3
Pt -1.870 -0.508 -0.602 -0.3 -0.2 -0.8
N -1.709 2.435 -3.699 -0.1 0.2 -0.1
C -1.591 1.297 -3.049 0.0 -0.1 0.0
N -1.978 1.134 -1.807 -0.1 0.1 0.1
C -2.566 2.229 -1.095 0.1 0.1 -0.3
N -2.932 2.061 0.119 0.0 -0.1 0.4
N -2.689 0.812 0.574 0.3 -0.1 0.0
C -2.936 0.400 1.847 0.0 0.2 0.0
C -2.631 -0.936 2.119 0.1 0.0 0.0
C -2.846 -1.550 3.369 0.0 0.0 0.0
C -2.498 -2.861 3.554 0.0 0.0 0.0
C -1.930 -3.580 2.491 0.0 0.0 0.1
C -1.738 -2.947 1.287 0.0 0.1 0.0
N -2.066 -1.661 1.083 0.1 -0.1 0.0
C -2.703 3.504 -1.791 0.1 -0.1 0.0
C -3.241 4.639 -1.185 0.0 0.0 0.1
C -3.332 5.820 -1.893 0.0 0.0 0.0
C -2.890 5.888 -3.213 0.0 0.0 0.0
C -2.351 4.774 -3.828 0.0 0.0 -0.1
C -2.262 3.592 -3.108 0.0 -0.1 0.0
H -1.407 2.479 -4.662 0.0 0.0 0.0
H -1.151 0.460 -3.575 0.0 0.0 0.0
H -3.341 1.089 2.573 -0.1 0.0 0.0
H -3.290 -0.966 4.163 0.0 0.0 0.0
H -2.662 -3.341 4.510 0.0 0.0 0.0
H -1.650 -4.618 2.597 0.0 0.0 0.0
H -1.303 -3.475 0.452 0.0 0.0 0.0
H -3.584 4.571 -0.162 0.0 0.0 0.0
H -3.752 6.698 -1.421 0.0 0.0 0.0
H -2.967 6.815 -3.765 0.0 0.0 0.0
H -2.008 4.819 -4.855 0.0 0.0 0.0
S 0.527 -0.990 -1.494 -0.2 -0.1 0.3
C 0.424 -2.725 -1.617 0.1 0.1 0.0
C 1.552 -3.524 -1.485 0.0 0.0 0.0
C 1.458 -4.898 -1.664 0.1 0.0 0.0
C 2.642 -5.696 -1.529 0.0 0.0 0.0
N 3.606 -6.314 -1.433 0.0 0.0 0.0
C 0.219 -5.507 -1.984 0.1 -0.2 0.1
C -0.898 -4.724 -2.149 0.0 0.0 -0.1
C -0.814 -3.331 -1.951 0.0 0.0 -0.1
S -2.196 -2.361 -2.119 -0.2 0.2 0.3
C 0.126 -6.937 -2.104 0.1 0.1 -0.1
N 0.062 -8.080 -2.184 0.0 0.0 0.0
H 2.511 -3.078 -1.257 0.0 0.0 0.0
H -1.844 -5.183 -2.407 0.0 0.0 0.0
Te 1.007 -0.221 1.427 0.4 0.2 0.4
C 2.677 -0.439 2.698 -0.2 0.0 -0.1
C 3.677 -1.369 2.455 0.0 0.0 0.0
C 4.740 -1.451 3.344 0.0 0.0 0.0
C 4.788 -0.617 4.453 0.0 0.0 0.0
C 3.776 0.306 4.686 0.0 0.0 0.0
C 2.706 0.402 3.806 0.1 0.0 0.0
C 1.718 1.479 0.424 -0.1 -0.1 0.0
C 0.977 2.652 0.486 -0.1 0.0 -0.1
C 1.434 3.772 -0.199 0.0 0.0 0.0
C 2.606 3.703 -0.939 0.0 0.0 0.0
C 3.339 2.521 -0.991 0.0 0.0 0.0
C 2.898 1.399 -0.307 0.0 0.1 0.0
H 3.642 -2.026 1.594 0.0 0.0 0.0
H 5.530 -2.168 3.167 0.0 0.0 0.0
H 5.618 -0.688 5.143 0.0 0.0 0.0
H 3.814 0.954 5.550 0.0 0.0 0.0
H 1.918 1.124 3.991 0.0 0.0 0.0
H 0.063 2.707 1.068 0.0 0.0 0.0
H 0.878 4.700 -0.142 0.0 0.0 0.0
H 2.959 4.577 -1.470 0.0 0.0 0.0
H 4.258 2.476 -1.560 0.0 0.0 0.0
H 3.476 0.483 -0.336 0.0 0.0 0.0
```
Positions in Å, forces in eV/Å.

Summary:
frontier orbital gap (spin up / spin down)	5.914 / 4.774	eV
spin multiplicity	5
total charge	+2
LUMO level (spin up / spin down)	-0.218 / -0.329	hartree

[2]
The following is a DFT calculation (ωB97M-V with the def2-TZVPD basis set) of 9 unconnected molecules or ions with the total composition C35H54N9O5 in a non-equilibrium geometry.

```
103
Properties=species:S:1:pos:R:3:forces:R:3
C -1.316 -1.623 2.103 3.9 1.9 0.8
C -0.778 -0.945 0.878 0.4 -1.6 0.4
C -1.901 -0.236 0.322 0.2 5.1 -0.5
C -1.411 0.999 -0.437 3.5 -1.4 -1.2
C -0.712 1.954 0.564 3.2 -1.2 -4.7
C 0.579 1.321 0.993 1.2 2.4 3.7
N 0.340 -0.082 1.495 4.2 -2.1 -1.1
O 1.293 -0.708 2.027 -3.9 2.7 -1.6
C 1.111 2.173 2.281 0.4 0.0 1.6
C 1.667 1.349 -0.122 -3.5 -3.8 1.2
C -0.141 -1.837 -0.220 -4.0 4.0 -3.0
H -0.503 -2.259 2.420 0.3 0.3 1.5
H -2.065 -2.245 2.065 -4.3 -3.4 -1.7
H -1.766 -0.827 2.706 1.0 -0.3 0.8
H -2.378 0.279 1.104 -1.1 0.2 1.6
H -2.689 -0.784 -0.079 -0.8 -1.5 -1.2
H -2.048 1.663 -0.886 -2.5 0.7 -1.6
H -0.647 0.608 -1.260 -1.5 1.3 1.4
H -1.349 2.234 1.265 -2.7 0.8 3.7
H -0.379 2.922 0.103 -0.5 -0.9 0.0
H 0.380 2.243 3.168 0.4 0.1 -1.9
H 1.474 3.212 2.035 -0.8 -1.1 -0.3
H 1.988 1.771 2.863 -0.5 -0.3 -1.2
H 2.546 1.077 0.269 3.6 -0.3 1.9
H 1.660 2.247 -0.580 0.0 2.8 -1.6
H 1.510 0.471 -0.736 -0.4 0.3 -1.0
H 0.199 -1.267 -1.210 -1.0 -1.1 2.3
H -1.008 -2.465 -0.443 0.5 -0.4 -0.3
H 0.643 -2.283 0.123 4.6 -3.2 2.0
N -4.962 -2.567 0.689 -0.1 3.0 1.4
C -4.836 -2.092 2.003 0.8 0.0 0.4
C -5.064 -0.666 2.040 -0.6 -6.2 -7.2
C -5.315 -0.285 0.665 0.8 -3.2 -2.2
C -5.206 -1.557 -0.212 -0.5 2.7 2.4
H -4.601 -3.428 0.392 0.2 -1.5 -0.1
H -4.406 -2.833 2.823 -1.3 1.8 -1.9
H -4.841 -0.077 2.765 0.8 3.6 4.7
H -5.366 0.720 0.206 -0.3 -0.8 0.6
H -5.326 -1.821 -1.319 0.1 0.8 1.9
N -4.313 -5.261 -0.764 -0.3 -0.8 0.3
C -2.929 -4.905 -0.744 -0.5 -1.3 4.0
C -2.513 -5.191 0.713 -8.3 -0.9 -5.3
C -3.724 -5.682 1.390 -3.0 -0.8 -1.9
C -4.897 -5.840 0.463 6.1 2.6 -0.6
H -4.909 -5.115 -1.595 0.8 -0.3 0.7
H -2.315 -4.565 -1.666 -1.5 -0.6 1.8
H -1.747 -5.016 1.290 4.6 1.0 2.1
H -3.980 -5.967 2.450 1.2 0.4 -1.2
H -5.930 -6.217 0.540 0.9 0.5 -0.1
N -1.012 5.235 -4.668 1.8 0.3 0.0
C -2.243 4.918 -4.363 -1.3 -4.9 4.0
C -2.139 3.669 -3.406 6.7 5.6 -3.0
C -0.620 3.522 -3.100 -1.5 3.2 -4.4
C 0.050 4.553 -4.142 -0.6 -2.0 3.8
H -0.947 6.107 -5.111 1.0 1.1 -1.0
H -3.084 5.608 -4.588 0.7 -1.1 0.0
H -2.962 3.237 -3.037 -2.6 -1.8 1.6
H -0.014 2.859 -2.413 -1.1 0.7 -1.2
H 1.174 4.953 -4.233 -3.0 -1.2 0.1
N -0.903 -4.358 -4.749 1.6 -0.1 -0.3
C 0.391 -3.938 -4.353 -5.8 6.9 2.1
C 0.251 -2.493 -3.770 -2.4 -4.7 -2.2
C -1.188 -2.159 -3.889 4.3 -10.8 -4.2
C -1.845 -3.365 -4.611 0.5 3.4 2.6
H -1.018 -5.340 -5.194 -0.1 2.7 1.0
H 1.180 -4.517 -4.456 3.5 -2.7 -0.5
H 1.056 -1.863 -3.356 -0.5 -0.6 -0.4
H -1.388 -1.287 -3.574 -2.9 6.2 1.8
H -2.953 -3.434 -4.829 1.8 -0.3 0.1
N 3.168 -2.874 0.226 0.3 1.8 -1.6
C 3.631 -1.560 0.323 0.0 0.7 -0.1
C 4.046 -1.131 -1.073 -1.3 -2.0 3.4
C 3.883 -2.264 -1.915 -2.9 -1.4 4.8
C 3.163 -3.289 -1.077 2.1 -0.7 -2.2
H 2.727 -3.338 1.001 0.1 -0.2 -0.1
H 3.555 -1.124 1.463 0.6 -0.7 -3.6
H 4.278 -0.113 -1.366 0.4 -0.4 0.1
H 4.223 -2.422 -2.885 0.1 0.0 -1.5
H 2.877 -4.393 -1.370 0.6 2.6 0.7
N 4.602 2.857 -1.490 0.1 -3.8 4.8
C 4.704 2.888 -2.803 -2.3 6.4 -2.0
C 4.176 4.307 -3.179 0.7 -4.8 8.0
C 3.633 4.903 -1.883 2.8 -4.2 -2.1
C 4.001 3.946 -0.822 -1.8 2.8 -2.2
H 4.820 1.869 -0.975 -0.6 3.7 -1.4
H 4.927 2.068 -3.467 0.4 0.0 0.4
H 3.940 4.489 -4.116 -0.9 1.5 -4.2
H 3.052 5.813 -1.965 0.2 0.0 0.9
H 3.634 4.149 0.269 1.4 -1.3 -2.1
C 1.252 -0.133 5.623 1.3 -0.6 0.8
N -0.064 0.591 5.538 1.5 4.1 1.7
O -0.269 1.471 6.450 0.0 -3.3 -2.7
O -0.637 0.534 4.465 -0.5 -0.3 0.8
H 2.145 0.589 5.699 -1.8 -0.6 0.4
H 1.409 -0.589 4.629 -0.4 -0.4 0.8
H 1.246 -0.831 6.544 0.0 1.1 -1.8
C 4.713 4.187 4.920 -4.5 -4.1 7.9
N 3.287 4.782 5.044 2.7 -0.5 -0.2
O 3.345 5.862 5.561 -1.1 0.7 0.2
O 2.308 4.177 4.663 0.2 0.0 0.0
H 5.275 4.516 4.276 4.8 4.5 -7.6
H 4.732 3.117 4.745 -0.7 -0.2 0.4
H 5.315 4.442 5.847 -1.4 -0.5 -0.6
```
Positions in Å, forces in eV/Å.

Summary:
frontier orbital gap	3.716	eV
spin multiplicity	1
total charge	+1
LUMO level	-0.217	hartree

[3]
The following is a DFT calculation (ωB97M-V with the def2-TZVPD basis set) of 2 unconnected molecules or ions with the total composition C20H35N2O8 in a non-equilibrium geometry.

```
65
Properties=species:S:1:pos:R:3:forces:R:3
C 3.271 -4.058 -0.177 0.7 0.0 0.3
C 1.931 -4.291 -0.832 0.0 0.0 0.3
C 2.072 -4.462 -2.333 -0.1 0.2 -0.3
C 1.278 -5.511 -0.211 -0.4 -0.1 0.2
O 1.019 -3.157 -0.553 0.3 0.2 -0.8
C 1.479 -1.929 -0.825 1.6 -0.9 -0.6
N 0.391 -0.933 -0.852 0.7 1.6 -1.2
N 0.865 0.051 -1.458 1.7 -1.8 0.4
C 0.436 1.384 -1.318 -2.8 1.4 -0.1
O -0.646 1.814 -0.951 2.1 -0.8 -0.8
O 1.481 2.115 -1.794 -0.7 0.1 0.5
C 1.333 3.578 -1.868 0.2 0.0 0.0
C 1.413 4.177 -0.475 0.1 -0.1 0.4
C 0.012 3.967 -2.493 -0.5 0.1 -0.3
C 2.505 3.999 -2.755 0.2 -0.1 -0.1
O 2.652 -1.643 -1.004 -2.0 0.2 0.1
H 3.133 -3.902 0.901 0.1 0.0 -0.2
H 3.926 -4.924 -0.323 -0.2 -0.1 0.0
H 3.743 -3.176 -0.615 0.1 -0.6 0.4
H 1.082 -4.553 -2.799 0.2 0.1 0.1
H 2.615 -3.611 -2.760 -0.2 -0.1 0.0
H 2.639 -5.372 -2.560 -0.1 0.1 0.1
H 0.291 -5.706 -0.648 0.1 0.1 0.1
H 1.906 -6.399 -0.377 -0.1 0.3 0.0
H 1.165 -5.373 0.872 -0.1 0.0 -0.3
H 2.375 3.945 0.004 -0.3 0.0 -0.1
H 1.318 5.270 -0.532 0.0 -0.2 0.0
H 0.590 3.787 0.140 0.3 0.1 0.0
H -0.115 3.472 -3.464 0.0 0.1 0.1
H -0.804 3.673 -1.827 0.1 0.2 -0.4
H -0.025 5.053 -2.648 0.1 -0.2 0.0
H 2.454 3.478 -3.722 0.0 0.1 0.3
H 2.494 5.078 -2.950 -0.1 -0.2 0.1
H 3.468 3.746 -2.289 -0.3 0.0 -0.1
C 2.105 1.450 2.894 0.2 0.2 0.4
C 1.543 0.135 2.445 -0.1 0.1 -0.4
O 0.517 0.447 1.496 0.9 -0.2 0.8
C -0.343 -0.586 1.329 -3.3 0.6 -0.1
C -1.621 -0.151 0.814 0.6 1.1 1.8
C -2.684 -1.118 0.375 0.2 0.3 -0.3
C -3.545 -1.578 1.552 -0.1 -0.1 -0.1
C -2.130 -2.307 -0.376 0.0 -0.4 -0.1
C -2.096 1.185 1.175 1.3 -2.1 0.0
O -1.543 2.057 1.831 -0.3 0.9 -0.1
O -3.377 1.292 0.731 -1.6 1.3 -0.1
C -4.121 2.520 0.872 0.7 -0.7 -0.4
C -4.298 2.974 2.295 0.1 0.1 0.4
O -0.032 -1.739 1.626 0.7 -0.4 0.4
H 2.948 1.267 3.560 0.2 0.1 0.0
H 2.428 2.064 2.049 0.0 -0.1 0.1
H 1.350 1.995 3.470 0.0 0.0 -0.2
H 2.275 -0.501 1.935 0.1 0.0 0.3
H 1.128 -0.406 3.308 0.1 0.0 -0.4
H -3.277 -0.520 -0.329 -0.3 -0.5 0.2
H -4.082 -0.733 1.997 0.1 -0.2 0.0
H -4.270 -2.323 1.207 -0.1 0.0 0.1
H -2.897 -2.037 2.308 -0.1 0.0 -0.1
H -1.756 -1.982 -1.348 0.0 -0.2 0.0
H -1.312 -2.750 0.192 -0.1 -0.1 -0.2
H -2.909 -3.061 -0.531 0.0 0.0 -0.1
H -3.620 3.279 0.266 0.0 0.2 0.1
H -5.087 2.289 0.414 0.1 0.0 0.0
H -4.961 3.840 2.340 0.0 0.1 -0.1
H -4.759 2.185 2.893 0.1 0.0 0.0
H -3.319 3.229 2.709 -0.3 -0.1 0.1
```
Positions in Å, forces in eV/Å.

Summary:
frontier orbital gap	4.649	eV
spin multiplicity	1
total charge	-1
LUMO level	0.073	hartree

[4]
The following is a DFT calculation (ωB97M-V with the def2-TZVPD basis set) of a molecular structure, C24H33AsCsN2O8P2S in a non-equilibrium geometry.

```
72
Properties=species:S:1:pos:R:3:forces:R:3
Cs -0.799 -0.503 0.224 1.9 1.7 1.0
C 1.416 -0.480 4.685 0.2 -0.1 0.2
P 0.959 0.507 3.209 -0.3 0.0 0.1
C -0.268 1.608 4.019 -0.1 0.2 0.1
C 2.405 1.631 3.076 0.0 0.0 0.0
C 3.600 0.897 2.464 0.1 -0.1 0.0
P 3.236 0.052 0.839 -0.1 0.1 0.0
C 3.015 -1.694 1.357 0.0 -0.1 0.0
C 4.976 -0.053 0.254 0.2 -0.1 -0.1
H 1.648 0.141 5.556 0.0 0.0 0.0
H 2.279 -1.111 4.466 0.0 0.0 0.0
H 0.592 -1.148 4.940 0.0 0.0 0.0
H 0.143 2.111 4.901 0.0 0.0 0.0
H -1.131 1.016 4.329 0.0 0.0 0.0
H -0.642 2.367 3.331 0.1 0.0 0.0
H 2.650 2.068 4.051 0.1 0.0 0.0
H 2.122 2.448 2.406 -0.1 0.0 0.0
H 4.003 0.174 3.182 0.1 0.0 -0.1
H 4.399 1.612 2.245 0.0 0.0 0.1
H 3.813 -2.034 2.024 0.0 0.0 0.0
H 2.995 -2.333 0.473 0.0 0.0 0.0
H 2.050 -1.834 1.842 0.0 0.0 0.0
H 5.661 -0.462 1.003 -0.1 0.0 0.0
H 5.329 0.938 -0.035 0.0 0.0 0.0
H 5.021 -0.692 -0.630 0.0 0.0 0.0
O 1.406 3.324 -6.778 0.0 0.0 0.0
C 2.029 2.107 -6.388 0.0 0.0 0.0
C 1.392 1.596 -5.127 0.0 0.1 0.0
C 1.263 0.237 -4.900 0.0 -0.1 0.0
C 0.721 -0.195 -3.696 0.0 -0.2 0.0
N 0.308 0.621 -2.739 0.1 0.3 -0.1
C 0.415 1.935 -2.969 -0.2 -0.2 0.1
C 0.945 2.461 -4.137 0.0 0.0 0.0
C -0.152 2.823 -1.916 0.1 -0.2 0.0
C -1.069 3.802 -2.262 -0.1 0.1 0.1
C -1.674 4.557 -1.263 0.1 -0.1 -0.1
C -2.667 5.628 -1.620 -0.1 0.0 0.0
O -2.028 6.847 -1.998 0.0 0.0 0.0
C -1.307 4.294 0.044 0.0 0.0 0.0
C -0.366 3.304 0.284 0.0 0.0 0.1
N 0.210 2.575 -0.658 0.0 0.1 -0.1
H 1.813 3.621 -7.596 0.0 0.0 0.0
H 3.099 2.275 -6.205 0.0 0.0 0.0
H 1.937 1.348 -7.173 0.0 0.0 0.0
H 1.571 -0.488 -5.643 0.0 0.0 0.0
H 0.604 -1.255 -3.492 0.0 0.0 0.0
H 1.008 3.533 -4.267 0.0 0.0 0.0
H -1.357 3.923 -3.300 0.0 0.0 0.0
H -3.291 5.873 -0.761 0.0 0.0 0.0
H -3.321 5.273 -2.425 0.0 0.0 0.0
H -1.391 6.637 -2.688 0.0 0.0 0.0
H -1.748 4.829 0.874 0.0 0.0 0.0
H -0.065 3.080 1.304 0.0 0.0 0.0
O -4.915 -0.459 -0.870 -0.6 -0.2 0.1
As -3.496 0.053 -1.814 1.0 0.9 0.7
O -2.476 -1.613 -1.453 -0.8 -0.3 -0.4
O -2.657 1.093 -0.754 -1.5 -0.8 -1.4
C -2.936 -2.874 -1.575 0.4 0.5 0.2
C -3.955 -3.172 -2.478 -0.1 -0.3 -0.1
C -4.401 -4.474 -2.641 0.0 0.1 -0.1
C -3.836 -5.500 -1.907 0.0 -0.1 0.0
C -2.826 -5.210 -0.999 0.0 0.0 0.0
C -2.358 -3.916 -0.808 -0.5 -0.3 -0.4
S -1.096 -3.676 0.434 -0.2 -0.4 -0.1
O -0.810 -4.995 0.964 0.0 0.1 0.0
O -1.714 -2.761 1.398 -0.1 -0.6 0.3
O 0.026 -3.060 -0.277 0.2 -0.5 0.0
H -4.731 -0.620 0.062 0.2 0.1 0.0
H -4.407 -2.376 -3.054 0.1 0.1 0.0
H -5.195 -4.678 -3.350 0.0 0.0 0.0
H -4.178 -6.520 -2.030 0.0 0.0 0.0
H -2.379 -5.997 -0.408 0.0 0.0 0.0
```
Positions in Å, forces in eV/Å.

Summary:
frontier orbital gap	6.973	eV
spin multiplicity	1
total charge	-1
LUMO level	0.070	hartree

[5]
The following is a DFT calculation (ωB97M-V with the def2-TZVPD basis set) of a molecular structure, C4H6N2 in a non-equilibrium geometry.

```
12
Properties=species:S:1:pos:R:3:forces:R:3
C -1.460 -0.248 0.171 -2.0 0.4 0.8
C -0.083 0.280 -0.065 -1.6 3.5 -2.4
C 0.926 -0.716 -0.439 0.8 0.4 -0.4
N 2.138 -0.493 -0.168 0.1 -0.5 -0.1
N 0.892 2.316 1.205 -1.0 -0.7 -0.8
C 0.363 1.444 0.640 1.9 0.3 3.2
H -2.218 0.227 -0.445 0.1 0.3 -0.2
H -1.733 -1.296 0.068 1.1 -0.3 -0.2
H -1.757 -0.007 1.180 -0.2 0.0 0.5
H 0.559 -1.626 -0.925 -0.1 0.1 0.1
H 2.684 -1.305 -0.445 0.3 0.0 0.0
H -0.312 1.425 -0.777 0.5 -3.5 -0.5
```
Positions in Å, forces in eV/Å.

Summary:
frontier orbital gap	10.090	eV
spin multiplicity	1
LUMO level	0.008	hartree

Question: What is the formula in the first record?
Answer: C34H23N7PtS2Te

Question: Among the records above, which one has the highest spin multiplicity?
Answer: C34H23N7PtS2Te

Question: Which of these has the highest spin multiplicity?
Answer: C34H23N7PtS2Te